C4H7F | the ωB97M-V functional and the def2-TZVPD basis

HOMO energy   -10.7 eV
Structure (SMILES)   FC1CCC1
F_max   2.65 eV Å⁻¹
ΔE to the lowest compared entry with this formula, charge and spin   0.5635 eV
LUMO level   1.199 eV

```
12
Properties=species:S:1:pos:R:3:forces:R:3
F -2.3052 0.0453 -0.1587 0.531 -0.025 0.816
C -1.0338 0.0174 0.3819 2.267 -0.056 -1.378
C -0.0167 -1.0966 -0.2009 -1.874 1.309 -0.740
C 1.0143 -0.0277 0.0089 1.305 -0.125 0.469
C 0.0725 1.1415 -0.1799 -1.661 -1.052 1.057
H -0.9439 -0.0898 1.4751 -0.971 0.556 -0.253
H -0.3209 -1.1757 -1.2508 0.325 -0.201 0.003
H 0.1426 -2.0852 0.2261 -0.321 0.172 0.270
H 1.9264 -0.0441 -0.5456 0.629 -0.088 -0.559
H 1.2907 -0.1163 1.0613 0.217 0.350 0.108
H -0.1210 1.3838 -1.2457 0.024 -0.215 0.712
H 0.2950 2.0475 0.4283 -0.470 -0.624 -0.505
```
Positions in Å, forces in eV/Å.

Mulliken population analysis, charges in e, atoms 1 to 2: atom 1 (F): -0.32, atom 2 (C): 0.08

=====

C19H19BrN2O2S2 | the ωB97M-V functional and the def2-TZVPD basis

HOMO energy   -8.3 eV
Structure (SMILES)   CCOC(=O)c1ccc(NC(=S)N2CCS[C@H]2c2ccc(Br)cc2)cc1
F_max   0.81 eV Å⁻¹
LUMO level   0.323 eV

```
45
Properties=species:S:1:pos:R:3:forces:R:3
C -6.6739 -1.4488 0.4175 0.335 0.234 -0.031
C -5.9097 -0.1397 0.2764 -0.496 -0.049 -0.232
O -4.5150 -0.3201 0.5142 0.194 0.005 0.217
C -3.7828 -0.7727 -0.5136 0.059 -0.048 -0.204
O -4.2385 -1.0193 -1.6042 -0.071 0.032 0.055
C -2.3518 -0.9182 -0.1628 0.173 -0.051 0.054
C -1.8706 -0.6573 1.1181 -0.095 -0.031 -0.202
C -0.5243 -0.7694 1.3846 0.149 -0.138 -0.044
C 0.3723 -1.1451 0.3813 -0.418 -0.099 -0.149
N 1.7260 -1.1365 0.6986 0.425 0.110 0.571
C 2.8022 -1.2996 -0.1417 0.274 -0.375 0.028
S 2.9315 -2.5335 -1.2230 -0.070 -0.317 -0.342
N 3.8216 -0.4188 0.0419 -0.230 -0.182 0.027
C 5.0645 -0.6108 -0.6849 0.371 -0.175 -0.238
C 6.0082 0.4896 -0.2489 -0.232 0.335 0.257
S 4.9453 1.9599 -0.1259 -0.177 -0.351 0.022
C 3.6078 0.9122 0.5872 0.312 0.677 0.309
C 2.2600 1.4804 0.2400 -0.144 0.348 0.009
C 1.7996 1.4234 -1.0717 0.058 0.114 0.149
C 0.5213 1.8399 -1.3855 -0.071 0.066 0.027
C -0.2941 2.3345 -0.3809 -0.139 0.105 0.073
Br -2.0788 2.8385 -0.7850 0.122 -0.011 0.011
C 0.1663 2.4542 0.9191 -0.190 0.099 -0.152
C 1.4445 2.0257 1.2241 0.265 -0.064 -0.194
C -0.1121 -1.4336 -0.8926 0.056 -0.048 -0.063
C -1.4598 -1.3175 -1.1555 -0.253 0.105 0.226
H -6.5003 -1.8832 1.3994 -0.038 -0.039 0.086
H -7.7371 -1.2657 0.2919 -0.139 -0.005 -0.002
H -6.3449 -2.1522 -0.3434 -0.027 -0.054 -0.042
H -6.2321 0.5890 1.0232 0.056 -0.060 -0.108
H -6.0466 0.2714 -0.7291 0.005 0.008 0.197
H -2.5566 -0.3545 1.8931 -0.034 0.031 0.074
H -0.1497 -0.5514 2.3755 0.035 0.030 0.103
H 1.9279 -0.6988 1.5887 -0.006 0.032 -0.231
H 4.8755 -0.5617 -1.7648 0.050 -0.035 0.151
H 5.4615 -1.6041 -0.4583 -0.031 0.095 -0.090
H 6.4471 0.2925 0.7297 0.080 -0.084 -0.074
H 6.7913 0.6844 -0.9754 0.037 -0.070 -0.020
H 3.7604 0.9125 1.6771 -0.170 -0.008 -0.159
H 2.4368 1.0293 -1.8489 0.088 -0.087 -0.092
H 0.1563 1.7699 -2.3979 -0.056 -0.018 -0.080
H -0.4726 2.8619 1.6866 -0.078 0.021 0.055
H 1.8036 2.1035 2.2405 0.048 -0.026 0.135
H 0.5660 -1.7375 -1.6726 -0.010 0.000 -0.001
H -1.8461 -1.5229 -2.1421 -0.019 -0.021 -0.087
```
Positions in Å, forces in eV/Å.

Mulliken population analysis, charges in e, atoms 1 to 2: atom 1 (C): -1.13, atom 2 (C): -0.26

=====

C5H11NO | the ωB97M-V functional and the def2-TZVPD basis

HOMO energy   -9.1 eV
F_max   0.44 eV Å⁻¹
ΔE to the lowest compared entry with this formula, charge and spin   4.6960 eV
LUMO level   0.378 eV

```
18
Properties=species:S:1:pos:R:3:forces:R:3
C 1.1268 -0.1024 -1.6749 0.027 -0.096 0.090
C 1.1932 -0.8591 -0.5266 0.085 -0.018 -0.159
C -0.1412 0.0223 1.0303 -0.105 0.075 0.060
C 0.8518 0.8257 1.8214 0.048 0.002 -0.007
N -1.1091 0.6790 0.4211 0.165 -0.187 0.042
C -2.2404 -0.0675 0.0676 -0.101 -0.214 0.069
O -2.6260 -1.0663 0.6322 0.107 0.362 -0.222
H 0.6230 -0.4852 -2.5589 0.065 0.060 0.145
H -0.0800 0.9595 -1.5445 0.005 0.039 -0.086
H 1.8572 0.6815 -1.8603 -0.145 -0.084 0.044
H 0.7212 -1.8373 -0.5163 0.041 0.159 0.023
H 2.0302 -0.7222 0.1496 -0.150 -0.003 -0.080
H -0.3361 -1.0122 1.3097 0.060 0.145 -0.038
H 1.6878 0.2172 2.1751 -0.119 0.079 -0.060
H 1.2356 1.6553 1.2184 -0.041 -0.105 0.086
H 0.3468 1.2580 2.6932 0.046 -0.055 -0.117
H -0.5996 1.1568 -0.8890 -0.017 -0.090 0.115
H -2.7955 0.3846 -0.7727 0.031 -0.069 0.095
```
Positions in Å, forces in eV/Å.

Mulliken population analysis, charges in e, atoms 1 to 2: atom 1 (C): -0.70, atom 2 (C): -0.59

=====

- What is the formula in the first record?
  C4H7F

=====

- Among the records above, which one has the highest HOMO energy?
  C19H19BrN2O2S2